(1)
2 unconnected molecules or ions with the total composition C5H13NO. Source: the OMol25 dataset; level of theory: ωB97M-V/def2-TZVPD.

Geometry as XYZ:
```
20
Properties=species:S:1:pos:R:3:mulliken_charge:R:1
C 1.62 0.63 0.33 -0.873
N 0.81 -0.29 1.16 -0.160
C 0.97 -1.68 0.71 -0.728
C -0.16 -1.94 -0.29 -0.533
C -1.31 -1.08 0.23 -0.467
C -0.63 0.01 1.07 -0.615
H 2.65 0.69 0.69 0.264
H 1.19 1.63 0.33 0.363
H 1.67 0.29 -0.72 0.298
H 1.93 -1.89 0.25 0.363
H 0.86 -2.32 1.58 0.343
H -0.40 -3.00 -0.31 0.357
H 0.16 -1.60 -1.27 0.251
H -2.02 -1.65 0.82 0.274
H -1.86 -0.65 -0.61 0.267
H -0.79 1.00 0.65 0.277
H -1.03 0.02 2.09 0.318
O -1.09 3.46 -2.36 -0.627
H -1.83 3.35 -2.97 0.322
H -0.89 2.53 -2.17 0.307
```

The spin multiplicity is 1. For the total energy, the calculation gives -8932.8136 eV. Its total charge is 0. The SMILES is CN1CCCC1.O. For the orbital gap, the calculation gives 9.08 eV. As for the energy relative to the best compared isomer or geometry (same formula, charge and spin): 115.5 kJ/mol.



(2)
2 unconnected molecules or ions with the total composition C5H13NO. Source: the OMol25 dataset; level of theory: ωB97M-V/def2-TZVPD.

Geometry as XYZ:
```
20
Properties=species:S:1:pos:R:3:mulliken_charge:R:1
C 2.22 -1.54 -0.79 -1.136
C 0.74 -1.93 -0.54 -0.224
C -0.24 -0.84 -0.89 0.375
N -0.08 -0.22 -2.09 -0.352
O -1.19 -0.60 -0.17 -0.625
H 2.29 -0.51 -1.12 0.347
H 2.68 -2.12 -1.60 0.284
H 2.89 -1.73 0.05 0.322
H 0.47 -2.82 -1.10 0.297
H 0.67 -2.32 0.47 0.287
H -0.81 0.40 -2.37 0.231
H 0.73 -0.27 -2.67 0.191
C -0.90 1.83 2.70 -0.798
C -0.80 2.76 1.51 -0.862
H -1.67 2.11 3.44 0.295
H -1.18 0.81 2.45 0.244
H 0.01 1.89 3.30 0.261
H 0.16 3.13 1.26 0.320
H -1.27 2.33 0.63 0.202
H -1.35 3.69 1.61 0.341
```

The spin multiplicity is 1. For the total energy, the calculation gives -8933.4897 eV. Its total charge is 0. The SMILES is CCC(N)=O.CC. For the orbital gap, the calculation gives 10.57 eV. As for the energy relative to the best compared isomer or geometry (same formula, charge and spin): 50.3 kJ/mol.



(3)
C5H13NO in the gas phase. Source: the OMol25 dataset; level of theory: ωB97M-V/def2-TZVPD.

Geometry as XYZ:
```
20
Properties=species:S:1:pos:R:3:mulliken_charge:R:1
C -1.33 1.95 -1.09 -0.789
N -1.53 0.52 -0.88 -0.375
O -0.16 -0.11 -1.06 -0.330
C 0.39 -0.52 0.18 1.496
C 1.14 -1.89 -0.18 -1.532
C 1.44 0.52 0.60 -1.529
C -0.59 -0.79 1.33 -1.388
H -0.97 2.42 -0.17 0.242
H -0.63 2.17 -1.90 0.291
H -2.29 2.42 -1.33 0.363
H -2.00 0.13 -1.70 0.268
H 1.81 -1.75 -1.03 0.380
H 1.72 -2.24 0.68 0.375
H 0.41 -2.66 -0.45 0.366
H 2.02 0.18 1.47 0.379
H 0.96 1.47 0.86 0.315
H 2.13 0.73 -0.22 0.351
H -0.07 -1.21 2.20 0.401
H -1.08 0.13 1.66 0.343
H -1.37 -1.49 1.02 0.372
```

The spin multiplicity is 1. For the total energy, the calculation gives -8931.6176 eV. Its total charge is 0. The SMILES is CNOC(C)(C)C. For the orbital gap, the calculation gives 10.55 eV. As for the energy relative to the best compared isomer or geometry (same formula, charge and spin): 230.9 kJ/mol.



- Among the records above, which one has the highest energy relative to the best compared isomer or geometry (same formula, charge and spin)?
  number 3